The following is a quantum chemistry calculation of C28H42AsCaF6O21 as an isolated structure at a distorted geometry, from the OMol25 dataset.

Element x y z (Å)
As -1.557 3.421 -1.896
Ca -0.910 -0.126 -0.081
F -1.604 5.111 -2.621
F 0.089 3.769 -1.352
F -3.241 3.115 -2.520
F -0.830 2.838 -3.443
F -1.492 1.764 -1.164
F -2.169 4.035 -0.333
O 1.266 0.357 1.678
O -1.319 -2.701 -3.400
O -3.229 -0.015 0.306
O 2.457 -0.041 -2.924
O -2.954 -2.296 2.810
O -1.108 -1.188 2.087
O 1.027 0.719 -1.332
O -0.763 2.054 3.730
O -1.839 3.593 2.621
O -0.994 -0.887 -4.520
O -5.056 0.771 -0.752
O 3.213 1.674 2.097
O 1.641 -3.345 -1.955
O -0.971 -2.731 3.647
O -1.450 -0.803 -2.306
O 2.996 1.782 -1.812
O -1.286 1.679 1.535
O 0.542 -1.983 -0.460
O 3.341 -0.537 1.758
O 2.606 -2.766 -0.101
O -4.568 1.600 1.229
C -0.579 -3.157 -4.534
C -1.274 -4.416 -5.069
C -0.622 -1.937 -5.424
C -5.482 3.702 1.137
C 2.913 -3.846 -2.140
C -5.777 2.201 0.882
C -3.195 4.349 4.457
C 5.320 2.071 -2.352
C 3.645 -3.184 -0.943
C 3.436 -3.509 -3.556
C 4.662 -0.071 1.884
C -1.370 -1.408 -3.386
C -4.204 0.767 0.265
C 3.714 0.306 -3.461
C -1.783 4.094 3.962
C -3.158 -3.248 3.833
C 1.492 -2.657 -0.810
C -1.778 -3.501 4.461
C -1.042 2.984 4.686
C 3.919 1.714 -2.860
C -1.728 -3.165 5.944
C 2.484 0.500 1.920
C -1.657 -1.984 2.845
C 2.060 0.839 -2.000
C -5.938 1.884 -0.567
C 4.598 1.465 1.969
C 5.537 -0.646 0.781
C -1.199 2.434 2.526
H 0.320 -1.715 -5.925
H -1.308 -2.027 -6.266
H 4.836 1.934 1.014
H 5.178 1.840 2.812
H 4.419 -3.953 -3.714
H -3.614 5.096 3.783
H 5.323 2.859 -1.599
H -3.688 -4.124 3.457
H -3.237 4.761 5.465
H 5.437 -1.731 0.818
H -1.565 -4.551 4.264
H -1.660 2.657 5.522
H -6.620 1.792 1.440
H -5.758 2.677 -1.293
H -1.121 -5.313 -4.470
H 2.777 -3.989 -4.280
H 0.455 -3.323 -4.233
H 4.238 -3.951 -0.445
H 5.168 -0.351 -0.201
H 3.684 2.476 -3.603
H 3.531 -2.461 -3.839
H -1.206 5.018 3.996
H 6.007 2.309 -3.164
H -3.839 3.481 4.314
H -3.828 -2.835 4.586
H -6.969 1.539 -0.642
H 4.329 -2.477 -1.414
H -0.800 -4.614 -6.030
H -4.706 3.992 0.429
H -5.174 3.860 2.171
H -2.318 -4.162 -5.249
H 4.552 -0.279 -3.082
H -2.090 -4.072 6.428
H -6.335 4.340 0.906
H 6.556 -0.317 0.982
H -0.699 -2.994 6.259
H 3.723 0.333 -4.551
H 5.056 -0.515 2.799
H -0.146 3.449 5.096
H 2.910 -4.920 -1.956
H 5.729 1.182 -1.873
H -2.374 -2.368 6.311

Its charge is +1. The spin multiplicity is 1. For the total energy, the calculation gives -6184.92040 a.u. Its HOMO energy is -12.6 eV. The calculation puts the relative energy (zero: lowest compared OMol25 entry of this formula, charge and spin) at 78.75 kcal/mol.